# 1
A cluster of 13 separate species, C16H58N16O13 in total, computed with the ωB97M-V functional and the def2-TZVPD basis.

Computed properties:
**Largest force on an atom**: 0.222 hartree/bohr
**ΔE to the lowest compared entry with this formula, charge and spin**: 306.01 kcal per mole

Last column: Mulliken charge in e.
Positions of all 103 atoms, in Å:
H  1.02  -3.43  -3.74  0.342
H  2.44  -1.25  -3.98  0.366
H  0.50  2.95  3.71  0.243
H  -2.08  1.92  1.89  0.255
H  5.15  1.61  0.15  0.287
N  -0.02  -3.49  2.35  -0.214
O  -3.17  2.53  4.79  -0.786
N  -2.82  -0.71  1.44  0.478
N  1.21  -1.41  3.26  -0.129
C  0.49  4.26  2.20  0.382
H  -1.21  0.59  3.27  0.096
O  2.03  -4.16  1.29  -0.841
N  1.25  3.47  1.55  0.216
H  -0.99  -1.62  -4.65  0.433
H  0.02  1.75  -3.54  -0.403
H  1.55  0.69  0.62  -0.507
H  -1.20  -0.99  3.91  0.254
H  0.48  -2.53  2.58  -0.151
N  2.58  3.29  -0.68  -0.264
C  -0.86  3.75  -1.14  -0.851
H  2.25  3.02  -5.10  0.406
C  0.74  -4.36  1.66  0.326
H  2.12  -1.59  2.80  0.260
H  1.83  3.65  0.69  0.318
H  0.98  -1.58  -0.57  0.417
H  0.05  0.58  -1.62  -1.114
H  -0.68  -1.48  -0.91  0.051
H  -1.88  -0.67  1.95  -0.497
N  -1.98  2.06  2.84  -0.325
H  3.55  -2.07  3.02  0.398
H  1.01  3.86  -4.07  0.218
H  -0.44  1.04  0.02  -0.484
H  -4.06  1.20  0.12  0.493
H  0.36  -6.11  0.67  0.328
N  -0.68  -0.30  3.30  -0.168
H  -0.24  -1.17  0.73  -0.474
C  0.96  -2.35  -3.63  0.069
H  -3.98  -3.18  -0.07  0.305
N  3.49  -2.10  2.03  -0.478
H  1.28  0.74  -3.83  -0.133
O  -2.27  0.67  -2.61  -0.523
C  0.09  -1.07  -0.29  -0.027
N  -3.79  0.95  3.18  -0.267
H  -2.48  1.87  -0.44  -0.359
C  0.86  1.65  -4.19  1.094
H  1.38  2.55  1.94  0.203
O  1.82  -1.69  -4.55  -0.591
C  -3.23  0.47  -1.59  0.205
H  2.29  3.09  -3.33  0.186
H  -1.12  3.04  -1.95  0.164
H  0.84  0.61  -5.85  0.358
N  -0.04  -5.33  1.32  -0.422
H  3.46  1.10  -0.28  -0.119
C  -0.52  -5.30  -1.95  -0.986
H  0.52  -5.28  -2.31  0.300
O  3.90  -1.16  -0.12  -0.652
C  -0.45  -1.78  -3.70  -0.095
O  1.54  0.76  -0.32  -0.001
H  3.94  1.00  1.27  0.391
O  1.27  0.79  2.51  -0.818
O  -0.69  -4.05  -1.20  -0.322
H  -2.08  4.53  -0.05  0.415
C  3.86  -1.07  1.24  0.468
H  -0.84  4.76  -1.54  0.653
H  -4.96  -0.39  -0.96  0.363
C  3.93  3.04  -0.60  0.212
O  0.15  5.51  1.65  -0.770
H  -2.88  0.03  0.68  -0.024
H  -0.92  -6.15  -1.30  0.342
C  -3.17  -1.94  1.33  0.375
H  1.40  -2.16  -2.67  -0.262
H  2.35  4.19  -1.18  0.248
N  4.14  1.87  -0.15  -0.267
H  -1.12  -2.31  -3.06  0.091
H  -0.99  -5.25  -2.94  0.336
H  -3.86  -1.45  -0.54  0.406
H  -0.71  -4.20  -0.26  0.374
C  0.64  -0.27  3.12  -0.382
H  -3.45  0.25  2.46  0.505
H  -0.77  -5.70  1.95  0.214
H  -4.21  -0.99  -2.41  0.341
H  -0.38  -0.73  -3.36  -0.227
O  0.41  1.43  -5.50  -0.611
H  -1.09  -3.43  2.28  0.502
H  3.10  -2.96  1.58  0.372
O  4.91  3.98  -0.85  -0.761
C  0.24  0.38  -0.58  2.430
H  1.92  2.50  -0.80  0.171
N  -4.15  -0.42  -1.59  -0.409
H  4.24  0.27  2.81  0.177
C  1.66  2.98  -4.20  -1.077
H  -0.57  4.33  3.89  0.365
C  -3.01  1.87  3.59  0.395
H  0.12  3.40  -0.80  0.030
N  -3.92  -2.15  0.27  -0.466
N  0.00  3.67  3.27  -0.464
N  4.06  0.07  1.83  -0.167
H  -1.17  2.81  3.07  0.065
H  -4.54  0.67  3.83  0.269
N  -3.07  1.03  -0.45  -0.029
O  -2.52  -2.97  2.05  -0.787
H  0.76  -1.83  4.23  0.424
O  -1.86  3.57  -0.19  -0.681

=====

# 2
An isolated molecule of BH4N, computed with the ωB97M-V functional and the def2-TZVPD basis.

Computed properties:
**Largest force on an atom**: 0.043 hartree/bohr
**ΔE to the lowest compared entry with this formula, charge and spin**: 32.15 kcal per mole

Last column: natural (NBO) charge in e.
Positions of all 6 atoms, in Å:
N  -0.78  -0.36  -0.09  -1.169
B  0.70  0.02  -0.05  0.638
H  1.47  -0.88  -0.13  -0.115
H  -1.11  -0.19  0.90  0.389
H  -1.31  0.28  -0.76  0.384
H  1.02  1.14  0.13  -0.128

=====

# 3
An isolated molecule of C4H10OSi, computed with the ωB97M-V functional and the def2-TZVPD basis.

Computed properties:
**Largest force on an atom**: 0.107 hartree/bohr
**ΔE to the lowest compared entry with this formula, charge and spin**: 65.05 kcal per mole

Last column: natural (NBO) charge in e.
Positions of all 16 atoms, in Å:
Si  2.59  0.37  -0.03  1.217
C  -1.27  1.49  0.01  -0.629
H  2.65  0.64  1.39  -0.223
O  0.98  0.57  -0.42  -1.023
C  -0.99  -1.03  -0.43  -0.228
H  -1.64  -2.24  1.22  0.188
C  -1.48  -2.15  0.08  -0.358
C  -0.55  0.16  0.36  0.154
H  -2.00  1.58  0.72  0.218
H  -1.75  -2.95  -0.51  0.201
H  3.42  -0.82  -0.38  -0.212
H  3.07  1.52  -1.10  -0.192
H  -1.39  1.57  -1.00  0.228
H  -0.62  2.37  0.26  0.233
H  -0.25  -0.03  1.34  0.202
H  -0.79  -1.04  -1.51  0.225

=====

Number 1: HOMO-LUMO gap 8.43 eV. Number 2: HOMO-LUMO gap 9.86 eV. Number 3: HOMO-LUMO gap 10.53 eV.